No. 1
Here is C14H19AgN2O2S3 as an isolated structure from the Open Molecules 2025 dataset. Energies are from ωB97M-V/def2-TZVPD.

For the energy relative to the best compared isomer or geometry (same formula, charge and spin), the calculation gives 140.2 kcal/mol. As for the HOMO-LUMO gap: 0.160 Eh. As for the energy: -58401.5566 eV. The LUMO energy comes out at 4.63 eV. For the molar mass, the calculation gives 451.387 g mol⁻¹.

Structure (ORCA input):
```
! wB97M-V def2-TZVPD RIJCOSX def2/J DEFGRID3
* xyz -2 1
Ag 0.62240 -0.81398 -1.23277
C 3.43214 2.86994 -0.28333
C 2.12897 3.55427 -0.65803
S 1.03452 2.43303 -1.57469
C -0.55658 2.58688 -0.75286
C -0.58626 2.27582 0.73205
S -0.03995 0.58929 1.13256
C 1.20908 0.91190 2.40774
C 2.36232 1.83833 2.07518
S 3.30070 1.31403 0.62532
H 3.95060 2.56280 -1.19575
H 4.09269 3.56802 0.24459
H 1.60420 3.91171 0.22935
H 2.38183 4.44580 -1.24379
H -1.00210 3.57175 -0.92809
H -1.05263 1.70770 -1.30166
H 0.00426 2.97226 1.33580
H -1.62245 2.37866 1.06834
H 0.73879 1.26829 3.33245
H 1.60093 -0.08815 2.61458
H 2.00293 2.85225 1.90238
H 3.01660 1.89016 2.95283
N -6.99988 -3.09392 0.14306
C -5.86569 -2.93536 0.08027
C -4.43887 -2.73678 0.00048
C -3.60534 -3.48962 0.82394
C -2.24741 -3.25770 0.68962
N -1.71657 -2.39654 -0.17109
C -2.50540 -1.64460 -0.98062
C -3.90519 -1.81138 -0.87842
H -4.00034 -4.21125 1.52691
H -1.54563 -3.81379 1.30852
H -1.90759 -0.67688 -1.50920
H -4.55732 -1.19494 -1.48641
O -1.23997 0.23643 -1.69667
C 2.46549 -3.34039 -1.58364
C 2.52561 -1.79992 -1.40735
O 3.66059 -1.32761 -1.47315
H 3.46661 -3.77824 -1.70345
H 1.83804 -3.56458 -2.45080
H 1.95587 -3.76368 -0.71420
*
```



No. 2
Here is a 2-piece molecular cluster, C14H19BCl2N2O6 overall from the Open Molecules 2025 dataset. Energies are from ωB97M-V/def2-TZVPD.

As for the HOMO-LUMO gap: 0.110 Eh. As for the energy: -55812.7903 eV. The LUMO energy comes out at 3.35 eV. For the molar mass, the calculation gives 393.032 g mol⁻¹.

Structure (ORCA input):
```
! wB97M-V def2-TZVPD RIJCOSX def2/J DEFGRID3
* xyz -2 1
C 2.16397 -1.02280 1.13175
C 1.54126 -0.78659 -0.22509
Cl 1.37487 0.86547 -0.62267
C 1.12696 -1.77050 -1.03194
Cl 0.40123 -1.45117 -2.56496
C 1.24434 -3.23276 -0.71059
N 2.12929 -3.91945 -1.66999
C -0.10345 -3.94322 -0.73339
O -1.04864 -3.11710 -0.11117
C -2.34836 -3.67028 -0.02760
B -3.41979 -2.56026 0.39494
O -4.14948 -2.77824 1.57264
N -3.73084 -1.44961 -0.42088
C -2.69109 -1.04322 -1.38083
C -4.31405 -0.28996 0.26652
H 3.14996 -1.48247 1.03682
H 1.53884 -1.67708 1.74249
H 2.26917 -0.07413 1.64879
H 1.63769 -3.33049 0.30385
H 1.83033 -4.87244 -1.82740
H 3.07999 -3.93688 -1.33098
H -0.39354 -4.17264 -1.76648
H -0.01788 -4.88353 -0.16706
H -2.62955 -4.13357 -0.98639
H -2.36327 -4.47443 0.72199
H -3.67985 -2.52306 2.37035
H -3.04614 -0.19521 -1.96868
H -1.75916 -0.75413 -0.89672
H -2.47646 -1.85780 -2.07324
H -3.64913 0.11492 1.03321
H -5.26651 -0.55728 0.71824
H -4.49203 0.50298 -0.46019
C 1.92166 4.46249 0.12179
C 1.30908 4.86046 1.32250
C 1.74490 6.24659 1.89749
O 1.17985 6.66815 2.92399
C 2.77175 6.94644 1.22492
C 3.40108 6.53574 0.03548
C 2.89855 5.19424 -0.59090
O 3.38028 4.82131 -1.67555
O 4.31220 7.15567 -0.54620
O 0.45846 4.19458 1.94655
H 1.63231 3.50759 -0.30897
H 3.08122 7.88366 1.68355
*
```



Strongest force on any atom / hartree/bohr: 0.0500, 0.0273